Below is a cluster of 6 separate species, C32H67F3O17 in total in a non-equilibrium geometry, with properties calculated with the ωB97M-V functional and the def2-TZVPD basis.

Each line ends with the Löwdin charge.
Cartesian coordinates (Å):
C1 -1.60326 -4.82762 1.56001  -0.1284
O1 -1.99463 -3.71563 0.82030  -0.1902
C2 -3.09265 -3.84206 -0.07540  -0.1663
C3 -4.32571 -4.45708 0.60555  -0.2188
O2 -4.21358 -5.83362 0.83727  -0.1365
C4 -5.22273 -6.57356 1.50106  -0.1676
C5 -6.59315 -6.49267 0.89127  -0.1846
O3 -7.03389 -5.11933 0.90663  -0.2229
C6 -8.17824 -4.86890 0.13503  -0.1200
H1 -1.29662 -5.66703 0.93290  0.0982
H2 -2.24429 -5.15951 2.38351  0.0878
H3 -0.75698 -4.53122 2.19020  0.0752
H4 -2.80487 -4.56853 -0.84860  0.1280
H5 -3.35831 -2.92554 -0.59311  0.1176
H6 -5.19275 -4.18369 -0.00627  0.1137
H7 -4.59223 -3.86321 1.49018  0.1373
H8 -5.29333 -6.23773 2.54171  0.1316
H9 -4.82501 -7.58684 1.48706  0.1321
H10 -7.36542 -6.90667 1.56233  0.1274
H11 -6.83548 -7.07691 -0.00206  0.1255
H12 -9.10489 -5.07024 0.67699  0.0893
H13 -8.11946 -5.25501 -0.88707  0.0914
H14 -8.18125 -3.79095 -0.06897  0.0877
C7 4.30980 -0.16117 0.40724  -0.0650
O4 4.93830 -1.44602 0.18855  -0.1942
C8 4.09594 -2.42077 -0.36968  -0.1924
C9 3.04963 -3.03788 0.60467  -0.1791
O5 2.98899 -4.40667 0.27296  -0.1371
C10 2.37420 -5.26213 1.22716  -0.1662
C11 3.41274 -5.69401 2.30507  -0.2137
O6 4.60265 -5.96231 1.58113  -0.1850
C12 5.67420 -6.26063 2.46994  -0.1012
H15 3.56777 -0.35454 1.18835  0.0790
H16 3.82201 0.11611 -0.52737  0.0694
H17 5.12833 0.44266 0.78426  0.0863
H18 4.72926 -3.27038 -0.63927  0.1295
H19 3.61409 -2.10121 -1.29865  0.1166
H20 2.13715 -2.52821 0.26863  0.1047
H21 3.27708 -2.79816 1.64494  0.1299
H22 2.04549 -6.15332 0.70468  0.1245
H23 1.61068 -4.77402 1.83861  0.1057
H24 3.03257 -6.59853 2.79568  0.1213
H25 3.53648 -4.93705 3.08593  0.1155
H26 6.56837 -6.41734 1.86870  0.0867
H27 5.44207 -7.19979 2.98328  0.0852
H28 5.84512 -5.44519 3.17648  0.0865
C13 2.09375 3.15385 -0.77311  -0.1046
O7 2.44538 4.23020 0.07035  -0.1938
C14 3.80031 4.65494 -0.02354  -0.1857
C15 4.49339 4.61081 1.34861  -0.2102
O8 5.82290 5.00093 1.20484  -0.1537
C16 6.50854 4.93623 2.45786  -0.1775
C17 7.92586 5.48992 2.27370  -0.1897
O9 8.78759 4.67634 1.49956  -0.1930
C18 8.30954 4.18096 0.24126  -0.0854
H29 1.06908 2.83755 -0.57771  0.0769
H30 2.71815 2.26577 -0.64624  0.0773
H31 2.13935 3.47954 -1.81566  0.0934
H32 3.82143 5.65634 -0.46415  0.1257
H33 4.29328 4.10641 -0.83169  0.1246
H34 4.33673 3.57927 1.68731  0.1139
H35 3.89284 5.22559 2.02755  0.1309
H36 6.53245 3.91957 2.85730  0.1313
H37 5.94778 5.55742 3.16198  0.1244
H38 8.42198 5.72847 3.21149  0.1240
H39 7.86362 6.44167 1.73351  0.1246
H40 9.21533 3.74251 -0.16919  0.0893
H41 7.97249 4.96063 -0.44383  0.0891
H42 7.51529 3.46283 0.42714  0.0792
C19 -1.28377 2.68025 -4.41962  -0.0824
O10 -2.34380 2.24984 -3.58403  -0.1987
C20 -3.11362 1.19625 -4.06581  -0.2234
C21 -4.32313 1.54399 -4.96881  -0.1818
O11 -5.39770 2.22859 -4.36341  -0.1414
C22 -5.13770 3.56610 -3.99001  -0.1814
C23 -5.26874 4.56427 -5.14271  -0.1934
O12 -6.60793 4.73511 -5.58049  -0.1803
C24 -7.11229 3.68388 -6.37447  -0.1123
H43 -1.64077 3.17759 -5.32917  0.0848
H44 -0.68470 1.84068 -4.77999  0.0894
H45 -0.70807 3.40914 -3.85685  0.0904
H46 -3.48292 0.55874 -3.25883  0.1180
H47 -2.57002 0.50028 -4.72238  0.1280
H48 -4.71118 0.62299 -5.40570  0.1293
H49 -3.95481 2.14899 -5.80980  0.1157
H50 -4.17050 3.75309 -3.51544  0.1163
H51 -5.88803 3.77165 -3.22314  0.1344
H52 -4.68409 4.26891 -6.02357  0.1138
H53 -4.87014 5.52799 -4.82405  0.1257
H54 -8.11968 3.96012 -6.69642  0.0864
H55 -7.36673 2.77638 -5.81886  0.0821
H56 -6.43163 3.49837 -7.20723  0.0906
C25 1.85431 2.43701 3.19588  -0.0426
C26 0.82712 3.45920 3.65141  -0.1877
O13 -0.32311 2.76994 4.14905  0.0070
C27 -1.04326 3.27027 5.15694  -0.3819
O14 -0.81245 4.29995 5.70301  0.1749
C28 -2.30622 2.39628 5.40474  -0.5797
F1 -2.01590 1.45428 6.30126  0.1719
F2 -3.22899 3.17682 5.94947  0.1776
F3 -2.72943 1.85731 4.28474  0.1937
H57 1.65007 1.47273 3.66571  0.0851
H58 2.87870 2.77056 3.31253  0.0677
H59 1.60845 2.19091 2.15949  0.0548
H60 0.41448 4.03743 2.82098  0.1331
H61 1.21463 4.16502 4.38785  0.1235
C29 -0.28399 -0.10527 0.88295  -0.0106
C30 -0.22364 -0.65374 -0.52443  -0.2989
C31 -0.95112 0.03393 -1.67843  -0.0836
O15 -0.04985 -0.09515 -2.76982  0.0862
C32 1.17281 -0.26785 -2.30469  -0.5741
O16 2.19567 -0.15705 -2.90949  0.1558
O17 1.13604 -0.47750 -0.95765  0.0363
H62 -0.08326 0.96653 0.94471  0.0700
H63 0.32343 -0.61616 1.62653  0.0874
H64 -1.31259 -0.21186 1.24699  0.0930
H65 -0.47464 -1.71976 -0.48104  0.1456
H66 -1.17594 1.06507 -1.39585  0.1369
H67 -1.89062 -0.45568 -1.92123  0.1235

Atomic forces in eV per Å
C 0.877 -0.372 1.127
O -0.274 1.589 -0.294
C -0.055 -2.858 0.792
C -1.111 1.835 -0.293
O 0.594 -0.293 -0.706
C 0.346 0.636 -0.009
C -2.388 0.234 1.281
O 0.704 -0.394 -0.913
C 0.184 1.415 -0.337
H -0.180 -0.109 -0.015
H -0.917 -0.050 -0.679
H 0.395 0.286 -0.681
H 0.034 0.076 -0.201
H 0.285 0.415 0.533
H 0.135 -0.529 -0.447
H 0.483 -0.340 0.555
H -0.025 0.032 0.032
H -0.301 -0.124 0.079
H 0.711 -0.815 0.446
H 0.804 0.708 -0.708
H -0.053 -0.527 -0.229
H -0.188 -0.756 0.260
H -0.041 0.031 0.373
C 0.201 -2.332 0.133
O 0.072 0.472 -0.116
C 0.420 -1.075 0.458
C -0.031 1.061 -1.642
O -0.696 -0.282 0.502
C 1.485 0.403 1.135
C -0.194 -0.236 -1.493
O 0.231 0.135 1.083
C -0.372 -0.362 -0.601
H -0.230 0.682 0.042
H 0.111 0.641 0.098
H -0.273 0.547 -0.244
H 0.191 0.178 0.016
H -0.083 0.363 0.112
H -0.516 -0.304 0.795
H 0.137 -0.263 0.094
H -0.313 0.090 -0.121
H -0.613 0.036 -0.646
H 0.043 -0.087 0.096
H 0.286 0.206 -0.123
H -0.021 0.093 -0.012
H 0.174 0.093 0.314
H -0.017 -0.033 0.102
C 0.076 0.062 -0.363
O -0.026 -0.119 0.695
C -0.106 0.460 -0.976
C -1.368 -0.653 -1.302
O 0.003 -0.159 0.670
C 0.421 0.596 -0.177
C -0.428 0.270 -1.306
O 0.036 -0.218 0.416
C 0.689 0.266 0.808
H -0.071 0.283 0.245
H 0.238 0.087 0.078
H 0.059 -0.154 -0.142
H -0.147 0.362 0.501
H 0.404 -0.602 0.541
H 0.567 -0.153 0.238
H 0.294 0.347 0.159
H -0.004 -0.203 -0.144
H 0.148 0.086 0.239
H -0.020 -0.447 0.172
H -0.422 0.211 0.108
H -0.247 -0.382 -0.242
H -0.169 0.183 0.178
H 0.039 -0.184 -0.402
C -0.380 -0.002 -0.598
O 0.225 0.083 0.359
C -1.229 -1.067 -1.260
C 0.652 0.957 -0.025
O 0.361 -0.611 0.298
C -0.183 0.792 -0.019
C -0.492 -0.589 -0.227
O -0.023 0.310 0.397
C -0.832 -0.055 0.333
H -0.239 0.119 0.080
H 0.223 -0.061 0.385
H 0.176 -0.173 0.068
H 0.073 0.415 0.400
H 0.603 0.170 0.180
H -0.084 -0.051 0.217
H 0.094 -0.074 -0.065
H 0.147 -0.539 -0.070
H -0.073 0.274 -0.181
H 0.272 -0.195 0.146
H -0.297 0.112 0.070
H 0.344 0.582 -0.502
H 0.841 -0.151 0.166
H -0.172 -0.258 -0.157
C -1.197 -0.541 -0.653
C 0.061 0.737 -0.043
O -0.681 -1.084 0.666
C 0.568 0.224 -1.497
O -0.171 0.252 0.747
C 1.254 1.108 0.837
F 0.005 -0.642 -0.011
F -0.591 -0.012 -0.242
F -0.559 -0.400 -0.303
H 0.411 0.215 0.606
H 0.011 -0.086 -0.026
H 0.599 0.270 -0.200
H 0.457 0.131 -0.060
H -0.129 -0.197 0.125
C -1.514 0.604 0.204
C 0.768 -0.301 0.422
C -0.879 -0.187 1.264
O -0.990 0.318 -0.613
C 1.490 0.453 1.216
O -0.388 -0.261 -0.204
O 0.386 -0.462 -0.613
H 0.233 -0.031 -0.256
H 0.301 -0.248 -0.420
H 0.003 -0.062 -0.012
H 0.221 -0.025 -0.168
H 0.271 0.219 -0.557
H 0.075 -0.034 -0.148

- energy (hartree) = -2837.85112
- E_HOMO (hartree) = -0.3339
- SMILES string = CCOC(=O)C(F)(F)F.C[C@H]1COC(=O)O1.COCCOCCOC.COCCOCCOC.COCCOCCOC.COCCOCCOC
- frontier orbital gap (eV) = 9.346
- LUMO level (Eh) = 0.0095